[1]
C28H25BClN8O4Sn | ωB97M-V with the def2-TZVPD basis set

As for the LUMO energy: 1.83 eV. Its HOMO-LUMO gap is 0.20336 Ha. Its HOMO energy is -0.136 Ha. The total charge is -1.

Element x y z (Å)
Sn -0.0920 0.5971 -0.4308
C -3.7579 -2.3936 0.2482
C -2.7698 -1.5201 0.6994
N -1.8012 -1.4268 -0.1969
N -2.1227 -2.2029 -1.2231
C -3.2977 -2.8024 -0.9879
B -1.2675 -2.3171 -2.5073
N -1.3411 -0.9754 -3.2582
C -1.9185 -0.7720 -4.4476
C -1.7157 0.5442 -4.8127
C -0.9868 1.0783 -3.7529
N -0.7759 0.1497 -2.8346
N 0.1806 -2.6267 -2.2201
C 0.7645 -3.8432 -2.3401
C 1.9710 -4.1501 -1.8461
C 2.7366 -3.1927 -0.9482
N 0.9738 -1.6237 -1.6152
H -4.6684 -2.6770 0.7397
H -2.7077 -0.9707 1.6188
H -3.7384 -3.4751 -1.6978
H -1.7307 -3.1775 -3.1889
H -2.4330 -1.5615 -4.9604
H -2.0504 1.0308 -5.7083
H -0.6180 2.0757 -3.6068
H 0.1880 -4.5738 -2.8903
H 2.3904 -5.1333 -1.9935
H 3.5417 -2.7078 -1.5302
Cl -4.1374 7.2976 1.6574
C -3.0816 5.9394 1.3859
C -2.0525 5.6797 2.3015
C -1.2038 4.6374 2.0816
C -1.3198 3.7660 0.9424
O -0.4821 2.8511 0.7638
C -2.4422 4.0223 0.0758
C -2.7750 3.1302 -0.9887
O -2.2922 2.0395 -1.2455
C -3.2769 5.1267 0.3054
H -1.9505 6.3069 3.1774
H -0.4064 4.4232 2.7808
H -3.6171 3.4937 -1.6224
H -4.0968 5.3121 -0.3741
C 3.3668 -3.9954 0.1499
C 3.2714 -3.8633 1.4769
C 2.6211 -2.8480 2.2594
C 1.9146 -1.7676 1.8282
N 1.4887 -1.5401 0.5461
C 1.7611 -2.1082 -0.5441
C 1.3662 -0.7798 2.7687
C 1.8645 -0.6172 4.0685
C 1.2433 0.2679 4.9271
C 0.1521 0.9918 4.4697
C -0.2417 0.8061 3.1525
N 0.3398 -0.0463 2.3345
H 3.9404 -4.8358 -0.2299
H 3.7919 -4.6076 2.0713
H 2.7169 -2.9891 3.3273
H 1.6038 -1.1975 -2.3049
H 2.7281 -1.1697 4.4052
H 1.6132 0.4034 5.9355
H -0.3632 1.6886 5.1123
H -1.0571 1.3725 2.7270
C 4.2382 2.0013 -0.1930
O 2.8231 1.8846 -0.2453
C 2.2523 1.0549 -1.1493
O 2.9646 0.4129 -1.9178
H 4.5261 2.0607 0.8567
H 4.5547 2.9083 -0.7140
H 4.6984 1.1311 -0.6684

=====

[2]
C28H25BIN12ORbS | ωB97M-V with the def2-TZVPD basis set

The energy above the lowest of the compared OMol25 structures with the same formula, charge and spin comes out at 76.6 kJ/mol. As for the LUMO energy: 3.64 eV. Its HOMO-LUMO gap is 0.18424 Ha. Its HOMO energy is -0.051 Ha. The total charge is -2.

Element x y z (Å)
Rb -0.0860 -0.2070 -0.3126
C 4.7385 2.0129 0.3914
C 3.7552 1.6345 -0.5417
N 3.1470 0.5161 -0.1712
N 3.7219 0.1446 0.9920
C 4.6824 1.0197 1.3481
B 3.2852 -1.1263 1.7738
N 1.9540 -0.8409 2.5386
C 1.7626 0.1577 3.4229
C 0.5199 0.0047 3.9937
C 0.0176 -1.1553 3.3829
N 0.8837 -1.6670 2.5157
N 3.1200 -2.3431 0.8564
C 3.8522 -3.4742 0.8984
C 3.3894 -4.3246 -0.0808
C 2.3434 -3.5970 -0.6817
N 2.1860 -2.4124 -0.1114
H 5.3993 2.8633 0.3616
H 3.4529 2.1176 -1.4596
H 5.2606 0.8613 2.2446
H 4.1761 -1.3668 2.5650
H 2.5133 0.9204 3.5611
H 0.0290 0.6573 4.6960
H -0.9467 -1.6235 3.5148
H 4.6429 -3.5846 1.6220
H 3.7483 -5.3108 -0.3234
H 1.7053 -3.8817 -1.5061
N -1.0609 -1.0880 -4.4182
C -0.6092 0.2519 -4.2742
S -0.1988 1.0916 -5.7298
N -0.5882 0.6554 -3.0481
N -0.0208 1.8880 -2.7755
C -0.7787 2.8068 -2.3234
C -2.2589 2.8425 -2.1394
C -2.9955 3.7360 -2.9007
C -4.3763 3.8711 -2.7670
C -5.0202 3.0756 -1.8207
C -4.3117 2.1867 -1.0333
C -2.8948 2.0347 -1.1375
O -2.2387 1.2474 -0.3779
H -0.7088 -1.4745 -5.2805
H -0.8014 -1.6416 -3.6120
H -0.2331 3.7214 -2.0789
H -2.4695 4.3285 -3.6446
H -4.9308 4.5579 -3.3949
H -6.0980 3.1510 -1.6987
H -4.8195 1.5700 -0.2983
I -2.8193 1.6615 2.8181
C -1.1084 2.7538 2.2902
C -1.0252 4.0734 2.7224
C 0.1181 4.7845 2.4051
C 1.1227 4.1585 1.6844
C 0.9294 2.8426 1.3005
N -0.1739 2.1486 1.5924
H -1.8357 4.5179 3.2813
H 0.2180 5.8177 2.7161
H 2.0344 4.6715 1.4097
H 1.6832 2.3203 0.7211
N -0.8327 -7.2762 1.5187
C -1.1815 -6.3381 0.9540
C -1.6628 -5.1860 0.2240
C -2.7459 -5.3180 -0.6378
C -3.1904 -4.2038 -1.3221
C -2.5331 -2.9969 -1.1126
N -1.4955 -2.8753 -0.2913
C -1.0565 -3.9415 0.3685
H -3.2215 -6.2821 -0.7634
H -4.0237 -4.2598 -2.0081
H -2.8410 -2.0909 -1.6269
H -0.1987 -3.7891 1.0184

=====

[3]
C28H25Cl6F3N4OSTi | ωB97M-V with the def2-TZVPD basis set

The energy above the lowest of the compared OMol25 structures with the same formula, charge and spin comes out at 85.4 kJ/mol. As for the LUMO energy: -8.18 eV. Its HOMO-LUMO gap is 0.19706 Ha. Its HOMO energy is -0.498 Ha. The total charge is +2.

Element x y z (Å)
Ti 0.6754 -0.2528 0.4872
F -3.6112 0.2458 4.8890
C -2.4777 -0.1704 4.3368
F -1.4653 0.1140 5.1663
F -2.5330 -1.4980 4.1909
C -2.2506 0.5046 2.9966
C -3.0401 1.5592 2.5776
C -2.7977 2.1831 1.3501
C -1.7696 1.7290 0.5698
N -1.0004 0.6943 0.9762
C -1.2149 0.0872 2.1682
S -0.0464 -1.1926 2.4825
H -3.8508 1.8974 3.2103
H -3.4105 3.0071 1.0156
H -1.5402 2.1621 -0.3936
Cl 2.3702 -2.3770 0.6091
C 1.5689 -2.4355 -0.9480
C 0.6923 -1.3819 -1.1322
C 0.0687 -1.2324 -2.3625
Cl -0.9256 0.1654 -2.5804
C 0.2792 -2.1561 -3.3763
Cl -0.4959 -1.9760 -4.8804
C 1.1579 -3.2361 -3.1418
Cl 1.4324 -4.3689 -4.3680
C 1.8351 -3.3781 -1.9151
Cl 2.9482 -4.6325 -1.6315
C 6.4884 2.1804 -1.7059
C 6.9744 2.8805 -0.4396
C 8.5144 2.8642 -0.4788
C 6.5421 4.3515 -0.4756
C 6.5030 2.1989 0.8957
O 7.2530 2.7801 1.9679
C 6.6935 0.6586 0.9965
C 5.5667 -0.3476 0.6537
C 5.4590 -0.8404 -0.7686
C 4.3626 -0.5408 -1.5647
C 4.2607 -0.9975 -2.8697
C 5.2683 -1.7942 -3.3872
Cl 5.1398 -2.3874 -5.0043
C 6.3705 -2.1223 -2.6102
C 6.4564 -1.6462 -1.3118
C 5.1163 2.6476 1.4482
N 3.8593 2.2435 0.7974
C 2.9228 1.5113 1.3547
N 1.9403 1.2854 0.4564
C 2.3909 1.9532 -0.6732
N 3.5219 2.5536 -0.4772
H 6.7535 2.7979 -2.5657
H 5.4119 2.0394 -1.7308
H 6.9682 1.2137 -1.8411
H 8.8435 3.1260 -1.4842
H 8.9385 1.8830 -0.2562
H 8.9484 3.6017 0.1979
H 7.0519 4.8532 -1.2987
H 6.8229 4.8676 0.4442
H 5.4721 4.4666 -0.6444
H 8.1942 2.6409 1.8135
H 6.9353 0.5014 2.0496
H 7.5894 0.3810 0.4393
H 4.5914 0.0336 0.9666
H 5.7426 -1.2215 1.2859
H 3.5737 0.0972 -1.1741
H 3.4164 -0.7298 -3.4928
H 7.1509 -2.7479 -3.0211
H 7.3179 -1.9134 -0.7101
H 5.1349 3.7318 1.5154
H 5.0431 2.2463 2.4586
H 2.9477 1.1521 2.3718
H 1.8488 1.9967 -1.6053

=====

[4]
C28H25CoFIN5O7 | ωB97M-V with the def2-TZVPD basis set

Its expectation value of S² is 0.767. The energy above the lowest of the compared OMol25 structures with the same formula, charge and spin comes out at 0.0 kJ/mol. As for the LUMO energy (spin up / spin down): 3.57 / 3.57 eV. Its HOMO-LUMO gap (spin up / spin down) is 0.19231 / 0.21056 Ha. Its HOMO energy (spin up / spin down) is -0.061 / -0.079 Ha. The spin multiplicity is 2. The total charge is -2.

Element x y z (Å)
Co 1.1730 0.0706 1.4859
C 0.2538 -5.4088 5.0412
O -1.0469 -5.2468 4.5123
C -1.2181 -4.2640 3.5556
C -2.5672 -3.9806 3.2386
C -2.8199 -2.9896 2.3238
C -1.8029 -2.2482 1.6970
C -2.1152 -1.0917 0.8734
C -3.4496 -1.0116 0.1349
O -1.3481 -0.1442 0.7330
C -0.4167 -2.5824 1.9586
O 0.5603 -2.0726 1.3551
C -0.1856 -3.6094 2.9435
H 0.1587 -6.0847 5.8901
H 0.6684 -4.4541 5.3708
H 0.9352 -5.8471 4.3068
H -3.3589 -4.5206 3.7395
H -3.8556 -2.7471 2.1141
H -4.1089 -1.8593 0.3042
H -3.2189 -0.9582 -0.9301
H -3.9552 -0.0845 0.4076
H 0.8513 -3.8035 3.1656
C -2.2627 0.7291 3.7685
C -1.3950 1.9074 3.4987
N -0.4200 1.9505 2.6297
C 0.1590 3.1816 2.7610
C -0.5024 3.9162 3.7155
N -1.4908 3.0818 4.1763
C -0.3897 5.2873 4.2647
O 0.5425 6.0547 3.7731
O -1.1752 5.6406 5.1380
C 1.3914 3.5346 1.9975
O 1.7731 4.7518 2.1003
O 1.9417 2.6420 1.3579
H -1.7935 -0.1536 3.3372
H -3.2593 0.8507 3.3363
H -2.3691 0.5686 4.8430
H -2.1260 3.3350 4.9164
H 1.1397 5.5372 2.9996
N 0.8596 1.5891 -5.3673
C 0.9310 1.3090 -6.7126
C 0.7844 2.0931 -7.8504
C 0.9283 1.4567 -9.0702
C 1.2097 0.0842 -9.1481
C 1.3548 -0.6872 -8.0104
C 1.2132 -0.0661 -6.7719
N 1.3066 -0.5922 -5.4966
C 1.0940 0.4163 -4.6932
C 1.0911 0.3570 -3.2237
C 1.3021 -0.8512 -2.5719
C 1.2971 -0.8820 -1.1883
N 1.0960 0.2111 -0.4426
C 0.8876 1.3735 -1.0630
C 0.8834 1.4869 -2.4423
H 0.6744 2.4800 -4.9426
H 0.5679 3.1519 -7.7897
H 0.8224 2.0304 -9.9820
H 1.3164 -0.3781 -10.1212
H 1.5725 -1.7453 -8.0672
H 1.4689 -1.7529 -3.1432
H 1.4459 -1.7949 -0.6255
H 0.7459 2.2293 -0.4196
H 0.7198 2.4678 -2.8709
I 3.9605 -2.0487 2.0960
C 3.1305 -0.1771 1.3665
H 3.5770 -0.1014 0.3710
H 3.5985 0.5640 2.0119
F 1.2640 -0.1004 3.3339

=====

Electronic energy in Ha, matching the order above: -2520.4000, -2559.2645, -5684.1452, -3662.9581